1.
{"formula": "C18H18Br2N4ORh", "method": "ωB97M-V/def2-TZVPD", "orbital_gap_ha": [0.239, 0.239], "charge": 3, "fmax_ev_per_a": 1.8, "e_tot_ev": -170033.518, "elements": ["Rh", "C", "C", "C", "C", "N", "C", "C", "C", "C", "C", "C", "N", "C", "C", "C", "C", "C", "N", "H", "H", "H", "H", "H", "H", "H", "H", "H", "H", "H", "Br", "C", "Br", "H", "H", "C", "C", "N", "O", "H", "H", "H", "H", "H"], "coordinates": [[-0.3230, -0.6397, 0.6870], [-2.1045, -3.7894, -1.8287], [-1.4004, -3.6483, -3.0121], [-0.4677, -2.6278, -3.1264], [-0.2563, -1.7855, -2.0540], [-0.9368, -1.9289, -0.9021], [-1.8478, -2.9074, -0.7941], [0.7266, -0.7117, -2.0192], [1.4454, -0.2536, -3.1078], [2.3468, 0.7838, -2.9337], [2.5413, 1.3229, -1.6721], [1.8188, 0.8185, -0.6084], [0.9227, -0.1693, -0.8011], [1.9744, 1.2192, 0.7864], [2.9113, 2.1120, 1.2666], [3.0216, 2.3018, 2.6381], [2.1772, 1.6092, 3.4918], [1.2369, 0.7571, 2.9418], [1.1501, 0.5665, 1.6178], [-2.8471, -4.5644, -1.7002], [-1.5718, -4.3243, -3.8394], [0.0975, -2.5094, -4.0397], [-2.3954, -2.9791, 0.1294], [1.3018, -0.6931, -4.0842], [2.9057, 1.1648, -3.7787], [3.2500, 2.1240, -1.5206], [3.5621, 2.6458, 0.5891], [3.7740, 2.9723, 3.0324], [2.2440, 1.7170, 4.5653], [0.5506, 0.2074, 3.5698], [0.3340, -2.6375, 2.3092], [-1.4610, -2.8287, 3.0049], [-2.5326, -1.4428, 2.1807], [-1.4353, -2.6721, 4.0771], [-1.8450, -3.8073, 2.7409], [-1.9194, 3.0236, -0.8086], [-1.9217, 2.2089, 0.4450], [-2.4540, 2.7358, 1.5297], [-1.4209, 1.0530, 0.4813], [-2.9124, 3.4293, -1.0039], [-1.6105, 2.4163, -1.6536], [-1.2332, 3.8649, -0.6921], [-2.9056, 3.6383, 1.4967], [-2.4902, 2.2279, 2.3998]]}



2.
{"formula": "C7H10N", "method": "ωB97M-V/def2-TZVPD", "smiles": "C=C1C[C@@H]1CC#[N+]C", "orbital_gap_ha": 0.356, "charge": 1, "fmax_ev_per_a": 4.6, "e_tot_ev": -8900.424, "elements": ["C", "C", "C", "C", "C", "C", "N", "C", "H", "H", "H", "H", "H", "H", "H", "H", "H", "H"], "coordinates": [[-2.0738, -0.6360, 0.0963], [-0.8271, -1.0548, -0.1916], [0.0812, -2.1540, -0.4977], [-0.0554, -0.8486, -1.4425], [1.0812, 0.2061, -1.3545], [0.8916, 0.7712, -0.1124], [0.8054, 1.4723, 0.8025], [0.5202, 1.9869, 2.0445], [-2.3754, 0.2015, -0.5451], [-2.7195, -1.0103, 0.8751], [-0.4532, -2.9981, -0.8791], [0.9170, -2.4307, 0.1509], [-0.5196, -0.9519, -2.3769], [1.0333, 0.9929, -2.2257], [2.1440, -0.0660, -1.3628], [0.1034, 1.2866, 2.8186], [-0.0821, 2.8898, 1.8440], [1.5288, 2.3431, 2.3565]]}



3.
{"formula": "C3H9NO2", "method": "ωB97M-V/def2-TZVPD", "smiles": "CNC(C)=O.O", "orbital_gap_ha": 0.369, "charge": 0, "fmax_ev_per_a": 4.8, "e_tot_ev": -8840.960, "elements": ["C", "N", "C", "C", "O", "H", "H", "H", "H", "H", "H", "H", "O", "H", "H"], "coordinates": [[0.0720, 1.9533, -0.0332], [0.1180, 0.4275, 0.0456], [1.2118, -0.3347, 0.0593], [0.7982, -1.7689, -0.0884], [2.3699, 0.1145, 0.0725], [1.0765, 2.2915, -0.1591], [-0.4293, 2.3079, -1.0152], [-0.2470, 2.6381, 0.8271], [-0.7093, -0.2136, -0.3975], [-0.2371, -1.7940, -0.5477], [0.7830, -2.3101, 0.9430], [1.4973, -2.4535, -0.5911], [-3.4850, -0.2604, 0.0307], [-2.8094, -0.5036, -0.6084], [-3.3208, -0.8863, 0.7780]]}



4.
{"formula": "C2H17NO5S2", "method": "ωB97M-V/def2-TZVPD", "orbital_gap_ha": [0.384, 0.193], "charge": 1, "spin_multiplicity": 2, "s2": 0.76, "fmax_ev_per_a": 3.0, "e_tot_ev": -35739.181, "elements": ["N", "C", "C", "S", "S", "H", "H", "H", "H", "H", "H", "H", "H", "H", "O", "H", "H", "O", "H", "H", "O", "H", "H", "O", "H", "H", "O"], "coordinates": [[1.8015, -1.7424, -1.3003], [0.6323, -1.7965, -2.1190], [-0.6297, -1.2947, -1.5369], [-0.9479, 0.4127, -2.0542], [0.6988, 1.5222, -2.2626], [1.6879, -1.3038, -0.4009], [2.6548, -1.3619, -1.6794], [0.8036, -1.3859, -3.1172], [0.4609, -2.7909, -2.6086], [-1.6112, -1.8203, -1.7076], [-0.5600, -1.3064, -0.4179], [0.9201, 1.7600, -0.9655], [-3.2210, -0.3313, 2.3646], [-2.1636, -0.1912, 3.3917], [-2.6696, 0.3521, 2.7656], [0.9914, 1.5509, 2.0750], [2.0599, 2.5421, 1.7700], [1.6261, 1.7642, 1.3801], [1.4643, 0.0064, 2.4517], [2.4630, -0.9621, 3.0724], [1.5392, -0.8939, 2.7952], [-1.2295, -2.8855, 2.2741], [-0.2461, -1.7444, 2.5970], [-1.1853, -1.9903, 2.6211], [-1.2324, 2.3396, 1.3969], [-1.3141, 0.7207, 1.7088], [-0.7638, 1.5021, 1.4351]]}



5.
{"formula": "C2HF5N2O3S", "method": "ωB97M-V/def2-TZVPD", "orbital_gap_ha": [0.364, 0.216], "charge": 0, "fmax_ev_per_a": 3.4, "e_tot_ev": -35627.624, "elements": ["C", "C", "N", "N", "O", "O", "O", "F", "F", "F", "F", "F", "S", "H"], "coordinates": [[-2.4629, -0.0392, -0.0817], [1.8997, 1.2299, 0.0275], [-0.5456, 1.2539, 0.4818], [1.0786, -2.4197, -0.1445], [1.3427, -3.5245, 0.0289], [1.1881, -1.4143, 0.5258], [-1.9036, 0.9233, 0.7175], [-1.8260, -1.2207, 0.0271], [-2.3535, 0.3707, -1.3827], [2.9609, 0.6054, -0.5600], [1.8007, 2.4941, -0.3768], [2.0937, 1.2984, 1.2922], [0.3050, 0.4226, -0.5817], [-3.5779, 0.0202, 0.0267]]}



6.
{"formula": "C11H29F6NO8", "method": "ωB97M-V/def2-TZVPD", "orbital_gap_ha": 0.181, "charge": -2, "fmax_ev_per_a": 2.3, "e_tot_ev": -46048.507, "elements": ["N", "H", "H", "H", "H", "O", "H", "C", "O", "O", "C", "F", "F", "F", "C", "C", "H", "H", "H", "H", "H", "H", "C", "O", "O", "C", "F", "F", "F", "C", "C", "H", "H", "H", "H", "H", "H", "C", "O", "H", "H", "H", "H", "C", "O", "H", "H", "H", "H", "C", "O", "H", "H", "H", "H"], "coordinates": [[-0.7887, 0.7617, -0.2683], [0.0286, 0.9452, -0.8358], [-1.2644, 1.7209, -0.0878], [-0.4696, 0.3192, 0.6322], [-1.4976, 0.1432, -0.6492], [-1.9248, 2.8450, 0.6929], [-2.7902, 3.2400, 0.8355], [-0.0121, -1.7193, 2.0526], [-0.8303, -2.3179, 3.1004], [0.0789, -0.4473, 2.1780], [1.2735, -2.5756, 2.0808], [0.9140, -3.9099, 1.9434], [2.1448, -2.3562, 1.0956], [1.9586, -2.5598, 3.2434], [-2.1713, -2.4780, 2.7683], [-2.4417, -3.6261, 1.7762], [-2.3248, -3.2518, 0.7559], [-1.7074, -4.4194, 1.9169], [-3.4215, -4.0826, 1.9367], [-2.7475, -1.5673, 2.5812], [-2.5979, -2.8940, 3.6964], [-0.4284, -1.9597, 1.0346], [2.2352, 2.4550, -0.1848], [2.5341, 2.1795, 1.1951], [1.1350, 3.1001, -0.2468], [3.4594, 3.2752, -0.7621], [4.0312, 4.0899, 0.1582], [4.4893, 2.4714, -1.2023], [3.1298, 4.0650, -1.7962], [3.4108, 1.1443, 1.5032], [3.7080, 1.3259, 2.9946], [4.0982, 2.3454, 3.0764], [2.7581, 1.2846, 3.5284], [4.4371, 0.6607, 3.4645], [4.3963, 1.1501, 1.0059], [2.9554, 0.1591, 1.3336], [2.2134, 1.5224, -0.8235], [-3.4218, -2.3408, -1.3210], [-2.1294, -1.7863, -1.0057], [-3.2838, -3.4110, -1.5110], [-4.0826, -2.0918, -0.4991], [-3.7110, -2.0061, -2.3211], [-1.5160, -2.5171, -0.9036], [1.1059, 0.6231, -3.5161], [0.5405, -0.4160, -2.7375], [0.3923, 1.4418, -3.5444], [2.0524, 0.9544, -3.0825], [1.2756, 0.3173, -4.5584], [1.0054, -1.2485, -2.8355], [-2.9782, 1.6884, -2.9625], [-1.8462, 2.4024, -2.5095], [-3.1161, 0.8521, -2.2755], [-3.8653, 2.3290, -2.9627], [-2.8438, 1.2090, -3.9439], [-1.5492, 2.9608, -3.2335]]}



7.
{"formula": "C3H10N", "method": "ωB97M-V/def2-TZVPD", "orbital_gap_ha": [0.264, 0.411], "charge": 0, "spin_multiplicity": 2, "s2": 0.75, "fmax_ev_per_a": 2.4, "e_tot_ev": -4760.833, "elements": ["C", "H", "H", "H", "H", "C", "C", "N", "H", "H", "H", "H", "H", "H"], "coordinates": [[-5.3758, 1.7888, -1.9690], [-6.0072, 1.8892, -1.0784], [-5.8816, 2.3367, -2.7623], [-5.4006, 0.7191, -2.1545], [-4.4222, 2.2811, -1.8095], [2.8852, -0.6373, 0.0799], [2.9446, -1.1937, 2.5235], [2.9479, -1.5274, 1.2136], [2.0396, -0.6996, -0.6210], [3.7625, -0.8527, -0.5507], [2.8941, 0.4230, 0.3265], [3.1584, -0.1521, 2.7488], [3.1521, -1.9876, 3.2227], [3.3033, -2.3876, 0.8304]]}



8.
{"formula": "C3H4O2", "method": "ωB97M-V/def2-TZVPD", "smiles": "C=C(O)C=O", "orbital_gap_ha": 0.346, "charge": 0, "fmax_ev_per_a": 5.8, "e_tot_ev": -7267.331, "elements": ["C", "C", "O", "C", "O", "H", "H", "H", "H"], "coordinates": [[-0.3859, 1.2590, -0.0690], [-0.2186, -0.0263, -0.0370], [-1.3704, -0.8161, -0.1531], [1.0521, -0.6552, -0.0060], [2.1069, -0.1098, -0.1939], [-1.1795, 1.8403, -0.2058], [0.2245, 2.0731, 0.2740], [-1.2721, -2.0060, -0.0545], [1.0428, -1.5591, 0.4454]]}